12
Properties=species:S:1:pos:R:3:lowdin_charge:R:1 method="wB97M-V/def2-TZVPD" total_charge=0 e_above_lowest_kj_mol=190.0 smiles="OC[C@@H](O)C=S" e_homo_ev=-8.82 total_energy_ev=-18136.97782 homo_lumo_gap_ev=8.48
O 1.337 -0.824 -0.528 -0.067
C 0.489 -0.570 0.609 -0.226
C -0.233 0.702 0.398 -0.465
O 0.634 1.683 -0.161 -0.027
C -1.295 0.256 -0.582 -0.586
S -2.807 -0.074 -0.059 0.693
H 1.498 -1.752 -0.713 0.097
H 1.125 -0.497 1.522 0.137
H -0.178 -1.439 0.748 0.126
H -0.654 1.122 1.314 0.146
H 1.051 1.241 -0.939 0.102
H -0.969 0.152 -1.606 0.069